{
  "formula": "C28H44BrEuNOP2",
  "method": "ωB97M-V/def2-TZVPD",
  "elements": ["C", "C", "C", "C", "N", "C", "C", "C", "C", "C", "C", "C", "C", "C", "Eu", "P", "H", "H", "H", "H", "H", "H", "H", "H", "C", "C", "H", "H", "H", "H", "H", "C", "C", "H", "H", "H", "H", "H", "C", "C", "H", "H", "H", "H", "H", "Br", "P", "C", "C", "H", "H", "H", "H", "H", "C", "C", "H", "H", "H", "H", "H", "C", "C", "H", "H", "H", "H", "H", "C", "C", "C", "O", "H", "H", "H", "H", "H", "H"],
  "coordinates": [[-2.28897, -5.95068, -0.46816], [-1.03496, -5.35642, -0.31531], [0.09961, -6.01324, -0.80071], [-0.09749, -7.11788, -1.64123], [-1.31529, -7.59202, -1.90828], [-2.38892, -7.06021, -1.31880], [-0.93900, -3.98258, 0.17910], [-1.24184, -2.79150, -0.14262], [-1.24194, -1.51269, -0.76496], [-2.39653, -0.68921, -0.85378], [-2.25719, 0.61887, -1.25969], [-0.96461, 1.13120, -1.52528], [0.09522, 0.23039, -1.77906], [-0.03283, -1.07538, -1.36028], [-0.02811, -2.49381, 1.79681], [-0.82300, 2.84234, -2.10617], [1.10442, -5.64156, -0.60116], [-3.18148, -5.53699, -0.00251], [0.75276, -7.60809, -2.11487], [-3.35752, -7.50707, -1.53770], [0.80087, -1.78559, -1.44094], [-3.36509, -1.10195, -0.56106], [1.04398, 0.54790, -2.23288], [-3.12774, 1.27903, -1.31131], [-0.48653, 3.90095, -0.68755], [0.44677, 5.06773, -0.92559], [-0.00376, 3.25432, 0.09531], [-1.45516, 4.21283, -0.26928], [0.43996, 5.71169, -0.03785], [1.47629, 4.70178, -1.05234], [0.16386, 5.66870, -1.80165], [0.43484, 2.88756, -3.38393], [0.19539, 1.94309, -4.57113], [1.39603, 2.66730, -2.89682], [0.48273, 3.93126, -3.73202], [1.06249, 1.98465, -5.23900], [0.07019, 0.89954, -4.25574], [-0.68438, 2.24369, -5.15257], [-2.39177, 3.34564, -2.80162], [-2.33099, 4.65118, -3.59746], [-3.08319, 3.43750, -1.94859], [-2.75785, 2.51390, -3.42110], [-3.31953, 4.86570, -4.01229], [-2.04617, 5.50365, -2.96286], [-1.62352, 4.58859, -4.43865], [-0.27809, 1.41179, 1.13590], [3.47180, -0.24070, 2.13592], [3.20517, 1.03185, 0.82272], [4.16025, 2.22046, 0.93054], [2.14452, 1.35598, 0.89908], [3.32662, 0.53656, -0.15235], [3.98047, 2.91962, 0.10211], [4.03295, 2.77297, 1.86757], [5.20694, 1.89335, 0.86436], [2.45894, 0.41202, 3.52994], [3.27215, 1.23939, 4.53188], [2.03380, -0.47145, 4.03113], [1.63637, 0.98026, 3.06697], [2.60127, 1.70290, 5.26204], [3.95965, 0.59776, 5.09236], [3.85763, 2.03586, 4.05942], [2.66748, -1.70647, 1.40366], [3.65155, -2.47761, 0.50784], [1.80598, -1.31961, 0.80433], [2.38256, -2.34634, 2.27083], [3.23285, -3.45918, 0.25126], [3.84417, -1.94229, -0.42996], [4.60781, -2.63721, 1.02214], [-3.17979, -1.11017, 4.96467], [-2.62698, -1.19645, 3.58441], [-3.29397, -0.37821, 2.53214], [-1.62610, -1.92479, 3.34200], [-4.24705, -0.87997, 4.92603], [-2.67071, -0.30754, 5.51797], [-3.01775, -2.05130, 5.50716], [-2.60615, 0.39219, 2.14074], [-3.62105, -0.98918, 1.67879], [-4.17329, 0.12143, 2.95996]],
  "forces_ev_per_a": [[-0.294, -0.166, -0.449], [0.108, -0.558, 0.339], [-0.012, 0.021, -0.350], [-0.493, 0.388, 0.568], [0.014, -0.219, -0.145], [0.772, 0.415, 0.472], [-1.849, 2.275, -2.476], [-0.411, -3.908, -2.018], [-0.097, 0.390, 0.124], [0.188, -0.264, 0.430], [0.182, 0.044, 0.028], [-0.406, -0.873, -1.491], [0.043, 0.145, 0.135], [0.140, -0.262, 0.238], [1.911, 2.013, 3.119], [0.031, 0.206, 0.580], [-0.247, -0.014, -0.166], [0.214, 0.038, -0.201], [-0.242, 0.033, 0.113], [0.234, 0.032, 0.054], [-0.337, 0.355, -0.064], [0.317, 0.225, -0.156], [-0.522, -0.046, 0.394], [0.310, -0.345, 0.119], [0.611, -0.222, 0.754], [0.301, 0.524, -0.398], [-0.660, 0.689, -0.952], [0.159, -0.140, -0.217], [0.006, -0.099, -0.284], [-0.269, 0.225, -0.080], [0.203, 0.002, 0.295], [0.469, 0.131, -0.088], [-0.070, -0.057, -0.117], [-0.154, 0.159, -0.097], [0.084, -0.255, 0.186], [-0.196, 0.026, 0.121], [-0.032, 0.311, -0.140], [0.157, -0.099, 0.137], [-0.599, -0.356, -0.143], [0.165, 0.289, -0.079], [0.133, 0.012, -0.268], [0.033, 0.229, 0.041], [0.168, -0.026, 0.070], [-0.061, -0.268, -0.198], [-0.263, 0.022, 0.277], [-0.275, -1.307, 1.594], [2.133, 0.874, 0.485], [-0.719, -0.049, 0.022], [0.206, 0.008, -0.187], [0.789, -0.115, -0.212], [0.067, 0.048, 0.132], [0.048, -0.097, 0.226], [-0.003, -0.119, -0.166], [-0.259, 0.109, 0.074], [-0.659, -0.232, -0.606], [-0.010, -0.135, 0.155], [-0.070, 0.198, 0.119], [0.107, -0.077, 0.505], [0.075, -0.015, -0.143], [-0.012, 0.127, -0.179], [-0.151, -0.202, 0.023], [-0.446, 0.041, -0.142], [-0.255, -0.202, -0.048], [0.172, -0.386, 0.134], [0.086, 0.174, -0.316], [0.161, 0.099, -0.087], [-0.005, -0.044, 0.269], [-0.297, 0.104, -0.102], [-0.034, -0.524, 0.180], [0.884, -0.576, 0.061], [-0.334, 0.334, -0.096], [-1.644, 1.108, 0.295], [0.195, 0.017, 0.113], [-0.059, -0.070, -0.191], [0.058, 0.310, -0.126], [0.034, -0.277, 0.140], [0.188, -0.011, 0.315], [0.287, -0.140, -0.260]],
  "lowdin_charge": [-0.0075, -0.2430, -0.0141, -0.1034, 0.0789, -0.0980, -0.0948, -0.1350, -0.2706, -0.0242, -0.0952, -0.4054, -0.1225, -0.0455, 1.6982, 1.0042, 0.1087, 0.1202, 0.1211, 0.1215, 0.1338, 0.1284, 0.1227, 0.1201, -0.3897, -0.1222, -0.0759, 0.1091, 0.0936, 0.0803, 0.0717, -0.3174, -0.1011, 0.1028, 0.1029, 0.0942, 0.0662, 0.0832, -0.3305, -0.1023, 0.1029, 0.1062, 0.0916, 0.0838, 0.0778, 0.3262, 0.9594, -0.4571, -0.1511, -0.0503, 0.0693, 0.0661, 0.0617, 0.0768, -0.4507, -0.1487, 0.0626, -0.0095, 0.0761, 0.0750, 0.0604, -0.5614, -0.1476, 0.0011, 0.0365, 0.0613, 0.0777, 0.0808, 0.0127, -0.3948, -0.0151, -0.1744, 0.0980, 0.1238, 0.1069, 0.0162, 0.0875, 0.0989],
  "max_force_ev_per_a": 4.42,
  "e_lumo_ev": [-7.347, -7.347],
  "charge": 2,
  "homo_lumo_gap_ev": [5.20, 5.20],
  "e_above_lowest_kcal_mol": 43.5,
  "multiplicity": 8
}